(1)
This record from the Open Molecules 2025 dataset describes one molecule with the formula C2H4N2S. The level of theory is ωB97M-V/def2-TZVPD.

```
9
Properties=species:S:1:pos:R:3
C 3.12409 0.84254 0.85311
C -0.02130 -0.21167 -0.24264
N 3.95122 0.37718 1.47397
N 0.50624 0.69711 0.76434
S 1.85173 1.65241 0.11741
H 0.63134 -0.96612 -0.52419
H -0.66781 -0.88529 0.25079
H -0.57836 0.31932 -1.18503
H -0.12282 1.38568 1.13091
```

SMILES string ... CNSC#N
Relative energy (zero: lowest compared OMol25 entry of this formula, charge and spin) ... 1.436 eV
HOMO-LUMO gap ... 10.14 eV
Charge ... 0

Population analysis type Mulliken, resulting atomic charges in e: 0.3451 -0.7739 -0.3430 -0.3873 -0.0711 0.3427 0.3568 0.2445 0.2862

---

(2)
This record from the Open Molecules 2025 dataset describes C3H9BrN3S as an isolated structure. The level of theory is ωB97M-V/def2-TZVPD.

```
17
Properties=species:S:1:pos:R:3
C -1.70687 1.52706 0.02330
C 2.54624 -2.18763 0.32962
C 1.77959 -1.01698 0.12951
N -3.01335 1.67458 -0.00946
N -1.08116 0.40501 -0.00042
N 1.15198 -0.58506 -0.87846
S -0.63267 3.01937 0.06630
Br -1.93523 -1.16751 0.51189
H 3.51169 -2.01219 0.46346
H 2.57600 -2.83314 -0.51044
H 2.11740 -2.72719 1.09527
H 1.76608 -0.38676 1.06768
H -3.54028 0.86879 0.29466
H -3.31662 2.54944 0.17066
H 1.10335 -1.15101 -1.70903
H -1.44887 3.89669 -0.58755
H 0.12271 0.12652 -0.45700
```

Relative energy (zero: lowest compared OMol25 entry of this formula, charge and spin) ... 0.037 eV
HOMO-LUMO gap ... 10.01 eV
Charge ... +1

Population analysis type Mulliken, resulting atomic charges in e: 0.7382 -1.3265 0.3783 -0.3815 -0.4106 -0.4410 -0.2050 -0.0331 0.4076 0.3925 0.3365 0.3074 0.2019 0.2136 0.2282 0.1786 0.4149

---

no.,E (a.u.),LUMO (eV)
1,-586.24161,0.268
2,-3255.87814,-3.624